(1)
ORCA calculation (the ωB97M-V functional and the def2-TZVPD basis) on a structure of composition C35H54BCdN6O2S7 in a non-equilibrium geometry.

Last column: Mulliken charge in e.
Geometry (Å):
1 Cd -0.50 -0.10 -0.62  2.266
2 C -1.74 -0.53 3.46  -1.116
3 C -1.29 -1.85 2.87  -0.244
4 S -1.74 -2.20 1.14  0.103
5 C -3.55 -2.35 1.35  -0.576
6 C -4.29 -2.55 0.05  -1.196
7 S -3.96 -1.23 -1.14  0.164
8 C -5.35 -0.09 -0.86  -0.751
9 C -5.25 0.73 0.43  -1.063
10 S -3.49 0.87 0.95  0.030
11 C -3.69 1.92 2.46  -1.048
12 C -2.31 2.15 3.11  -1.034
13 S -1.08 0.92 2.58  0.171
14 H -1.39 -0.42 4.50  0.583
15 H -2.82 -0.50 3.46  0.470
16 H -1.68 -2.67 3.47  0.680
17 H -0.18 -1.91 2.88  -0.355
18 H -3.88 -1.44 1.86  0.078
19 H -3.74 -3.18 2.03  0.616
20 H -5.38 -2.57 0.20  0.496
21 H -3.98 -3.49 -0.42  0.442
22 H -6.27 -0.65 -0.92  0.634
23 H -5.27 0.57 -1.73  -0.080
24 H -5.81 0.23 1.24  0.384
25 H -5.66 1.73 0.32  0.615
26 H -4.35 1.42 3.17  0.475
27 H -4.13 2.87 2.17  0.559
28 H -2.41 2.15 4.20  0.514
29 H -1.94 3.13 2.79  0.312
30 C 2.47 3.10 0.11  -0.766
31 N 3.05 2.06 -0.74  0.436
32 C 4.41 1.75 -0.76  -0.626
33 C 4.55 0.73 -1.63  -0.726
34 N 3.29 0.42 -2.19  0.425
35 B 3.11 -0.86 -3.18  0.506
36 N 1.69 -1.00 -3.83  -0.227
37 C 1.41 -0.48 -5.12  -0.674
38 C 0.12 -0.70 -5.41  -0.352
39 N -0.40 -1.36 -4.28  0.555
40 C -1.75 -1.93 -4.19  -0.965
41 C 0.58 -1.57 -3.33  -0.431
42 S 0.34 -2.30 -1.85  -0.288
43 C 2.36 1.32 -1.69  -0.752
44 S 0.77 1.64 -2.10  -0.132
45 H 3.23 3.54 0.76  0.337
46 H 1.65 2.67 0.70  0.119
47 H 2.07 3.90 -0.54  0.354
48 H 5.14 2.29 -0.13  0.513
49 H 5.42 0.15 -1.93  0.494
50 H 3.89 -0.69 -4.07  -0.192
51 H 3.23 -1.82 -2.48  -0.175
52 H 2.19 0.02 -5.71  0.466
53 H -0.47 -0.48 -6.30  0.444
54 H -2.23 -1.87 -5.17  0.340
55 H -2.35 -1.44 -3.43  0.217
56 H -1.65 -2.97 -3.88  0.399
57 O 1.48 -0.37 0.87  -0.564
58 S 2.71 -1.25 0.70  0.712
59 C 4.07 -0.51 1.75  -0.963
60 C 3.68 -0.23 3.17  0.401
61 C 2.60 0.60 3.46  0.517
62 C 2.20 0.78 4.78  -0.664
63 C 2.91 0.19 5.85  -0.571
64 C 4.03 -0.59 5.56  -0.727
65 C 4.40 -0.81 4.23  -0.445
66 C 2.35 -2.82 1.62  -0.770
67 C 3.52 -3.71 1.51  -0.136
68 C 3.91 -4.15 0.23  -0.248
69 C 5.09 -4.84 0.05  -0.665
70 C 5.93 -5.12 1.14  -0.519
71 C 5.56 -4.67 2.40  -0.575
72 C 4.36 -3.97 2.60  -0.320
73 H 4.34 0.37 1.20  0.058
74 H 4.90 -1.23 1.75  0.553
75 H 2.03 1.06 2.64  0.065
76 H 1.33 1.41 5.00  0.427
77 H 2.58 0.36 6.89  0.382
78 H 4.63 -1.03 6.37  0.373
79 H 5.28 -1.42 4.01  0.489
80 H 1.45 -3.25 1.17  0.607
81 H 2.15 -2.56 2.68  0.384
82 H 3.24 -3.98 -0.60  0.403
83 H 5.36 -5.17 -0.96  0.411
84 H 6.87 -5.66 0.99  0.367
85 H 6.21 -4.81 3.27  0.382
86 H 4.10 -3.62 3.60  0.561
87 C -3.45 1.57 -4.38  -0.880
88 N -3.62 2.56 -3.34  0.388
89 C -4.76 3.42 -3.47  -1.342
90 C -2.75 2.51 -2.26  -0.322
91 O -2.19 1.44 -1.98  -0.228
92 N -2.48 3.68 -1.59  0.374
93 C -2.73 5.01 -2.09  -1.234
94 C -1.75 3.67 -0.34  -0.643
95 H -3.55 2.07 -5.34  0.448
96 H -4.21 0.78 -4.29  0.297
97 H -2.47 1.11 -4.24  0.060
98 H -5.59 2.85 -3.86  0.431
99 H -4.58 4.23 -4.18  0.366
100 H -5.05 3.85 -2.51  0.373
101 H -3.05 4.98 -3.14  0.391
102 H -1.82 5.63 -2.01  0.367
103 H -3.53 5.52 -1.53  0.325
104 H -1.75 2.66 0.07  -0.257
105 H -2.21 4.35 0.39  0.492
106 H -0.72 4.01 -0.45  0.242

Results
**ΔE to the lowest compared entry with this formula, charge and spin**: 0.0 kJ/mol
**Frontier orbital gap**: 7.62 eV
**Charge**: +1
**Lowest unoccupied orbital energy**: -2.307 eV
**HOMO**: -9.931 eV
**Total energy**: -4824.9128 hartree



(2)
ORCA calculation (the ωB97M-V functional and the def2-TZVPD basis) on a structure of composition C35H54BN5O2Sb2Ti.

Last column: Mulliken spin population.
Geometry (Å):
1 Ti 0.32 -1.23 -0.65  1.008
2 C 3.51 -2.85 -0.84  0.003
3 N 2.94 -2.55 0.48  0.010
4 C 2.86 -3.79 1.25  -0.001
5 C 3.87 -1.63 1.16  -0.002
6 C 3.35 -1.03 2.46  0.005
7 N 2.09 -0.30 2.28  -0.016
8 C 0.95 -1.12 2.69  0.060
9 C 2.07 0.98 2.98  -0.001
10 H 4.52 -3.28 -0.74  0.000
11 H 3.58 -1.95 -1.45  0.002
12 H 2.89 -3.57 -1.37  0.000
13 H 3.86 -4.22 1.40  0.001
14 H 2.25 -4.52 0.72  -0.001
15 H 2.41 -3.62 2.22  0.000
16 H 4.11 -0.83 0.46  -0.002
17 H 4.81 -2.15 1.37  0.001
18 H 4.12 -0.35 2.82  0.000
19 H 3.24 -1.80 3.23  0.000
20 H 1.02 -1.48 3.73  0.002
21 H 0.87 -2.00 2.05  -0.017
22 H 0.04 -0.52 2.59  -0.022
23 H 2.14 0.87 4.07  0.000
24 H 1.15 1.51 2.74  0.001
25 H 2.91 1.59 2.65  0.000
26 C -3.05 0.46 3.95  0.000
27 Sb -2.14 1.55 2.34  -0.007
28 C -3.94 1.95 1.26  0.000
29 C -2.01 3.43 3.40  0.000
30 C -2.48 4.57 2.56  0.000
31 C -3.80 4.99 2.68  0.000
32 C -4.33 6.00 1.90  0.000
33 C -3.52 6.63 0.97  0.000
34 C -2.20 6.25 0.85  0.000
35 C -1.65 5.22 1.63  0.000
36 C -0.20 4.90 1.44  0.000
37 Sb 0.30 3.36 -0.01  0.012
38 C 1.98 4.48 -0.76  0.000
39 C -1.02 4.02 -1.55  0.000
40 H -3.04 -0.61 3.76  0.000
41 H -4.08 0.79 4.08  0.000
42 H -2.50 0.65 4.87  0.000
43 H -4.75 2.17 1.94  0.000
44 H -4.19 1.08 0.65  0.000
45 H -3.79 2.80 0.60  0.000
46 H -0.99 3.55 3.75  0.000
47 H -2.66 3.32 4.27  0.000
48 H -4.43 4.50 3.42  0.000
49 H -5.36 6.29 2.02  0.000
50 H -3.91 7.43 0.35  0.000
51 H -1.55 6.76 0.15  0.000
52 H 0.29 4.63 2.38  0.000
53 H 0.30 5.78 1.06  0.000
54 H 1.66 5.50 -0.96  0.000
55 H 2.34 4.04 -1.69  0.000
56 H 2.79 4.49 -0.04  0.000
57 H -0.89 5.09 -1.74  0.000
58 H -2.06 3.84 -1.28  0.000
59 H -0.80 3.47 -2.47  0.000
60 C -1.29 -0.15 -1.41  -0.012
61 H -2.10 -0.85 -1.66  0.000
62 H -1.03 0.39 -2.32  0.007
63 H -1.66 0.57 -0.67  -0.013
64 N -0.05 -4.70 -0.05  -0.004
65 C -1.13 -4.02 0.42  0.013
66 C -2.26 -4.74 0.87  -0.001
67 C -3.33 -4.05 1.38  0.004
68 C -3.29 -2.65 1.44  -0.001
69 C -2.15 -2.04 0.98  0.034
70 N -1.08 -2.68 0.48  -0.024
71 H -0.20 -5.65 -0.34  -0.001
72 H 0.58 -4.18 -0.65  0.014
73 H -2.26 -5.82 0.81  0.000
74 H -4.20 -4.59 1.72  0.000
75 H -4.11 -2.07 1.82  0.000
76 H -2.07 -0.96 1.00  0.006
77 C 3.81 1.58 -2.71  0.002
78 C 3.71 1.48 -1.33  0.000
79 C 2.68 0.73 -0.80  0.014
80 N 1.80 0.08 -1.57  -0.092
81 C 1.87 0.21 -2.90  0.035
82 C 2.87 0.95 -3.51  0.000
83 H 4.61 2.16 -3.16  0.000
84 H 4.41 1.98 -0.67  0.000
85 H 2.54 0.62 0.27  -0.011
86 H 1.12 -0.30 -3.49  0.003
87 H 2.90 1.02 -4.59  0.000
88 O -0.92 -3.17 -2.88  -0.008
89 B 0.31 -2.69 -2.40  0.010
90 O 1.33 -3.10 -3.27  -0.011
91 C 0.72 -3.82 -4.28  -0.004
92 C 1.30 -4.42 -5.37  0.000
93 C 0.43 -5.08 -6.24  0.000
94 C -0.94 -5.12 -6.01  0.000
95 C -1.51 -4.50 -4.90  0.001
96 C -0.64 -3.86 -4.04  0.004
97 H 2.37 -4.38 -5.55  0.000
98 H 0.83 -5.56 -7.12  0.000
99 H -1.58 -5.63 -6.71  0.000
100 H -2.57 -4.52 -4.71  0.000

Results
**ΔE to the lowest compared entry with this formula, charge and spin**: 69.5 kJ/mol
**Frontier orbital gap (spin up / spin down)**: 7.40 / 7.48 eV
**Charge**: +1
**Lowest unoccupied orbital energy (spin up / spin down)**: -2.634 / -2.555 eV
**HOMO (spin up / spin down)**: -10.031 / -10.031 eV
**Multiplicity**: 2
**Total energy**: -3144.9474 hartree



Question: Which value of ΔE to the lowest compared entry with this formula, charge and spin does entry 2 give?
Answer: 69.5 kJ/mol



Question: The lowest ΔE to the lowest compared entry with this formula, charge and spin belongs to which entry?
Answer: C35H54BCdN6O2S7